Here is a 7-piece molecular cluster, BrH12O6 overall from the OMol25 dataset. Energies are from ωB97M-V with the def2-TZVPD basis set.

Positions of all 19 atoms, in Å:
1 Br 24.116 12.184 -5.863
2 O 22.499 15.211 -6.502
3 O 25.746 9.744 -7.589
4 O 26.490 14.623 -5.454
5 O 22.229 14.500 -3.531
6 O 23.821 12.863 -9.388
7 O 21.381 10.425 -5.017
8 H 22.858 15.204 -3.336
9 H 25.293 10.465 -7.101
10 H 25.904 14.063 -5.995
11 H 22.265 10.844 -5.088
12 H 23.211 13.529 -9.049
13 H 21.930 15.266 -5.724
14 H 26.437 10.190 -8.088
15 H 26.363 14.276 -4.567
16 H 22.978 14.374 -6.366
17 H 24.254 12.525 -8.590
18 H 22.782 13.779 -3.878
19 H 21.069 10.397 -5.926

The calculation puts the energy above the lowest of the compared OMol25 structures with the same formula, charge and spin at 5.7 kJ/mol. For the molar mass, the calculation gives 187.99 g mol⁻¹. The HOMO energy comes out at -6.092 eV. As for the total charge: -1.



Here is C17H14IIrN3O7 as an isolated structure from the OMol25 dataset. Energies are from ωB97M-V with the def2-TZVPD basis set.

Positions of all 43 atoms, in Å:
1 Ir 0.951 0.519 1.085
2 I -4.846 -4.327 -1.859
3 O -2.257 1.984 -0.145
4 O 0.141 -2.825 -1.460
5 O 1.882 2.519 0.707
6 O 0.553 -1.563 0.344
7 O 3.735 0.476 4.190
8 O -1.151 0.745 1.355
9 O 2.449 4.373 1.820
10 N 1.975 0.986 2.801
11 N 0.624 0.658 -1.167
12 N 3.076 -0.785 1.048
13 C -4.095 -1.400 -1.760
14 C -2.695 -0.339 -0.106
15 C 0.314 -1.751 -0.903
16 C 2.140 3.195 1.784
17 C -3.476 -0.268 -1.254
18 C 0.555 1.807 -1.841
19 C 0.101 1.848 -3.148
20 C -3.158 -2.699 0.048
21 C 2.987 0.207 3.261
22 C 3.156 -1.090 2.476
23 C -2.002 0.916 0.383
24 C -3.928 -2.609 -1.100
25 C 0.246 -0.483 -1.750
26 C -0.284 0.667 -3.764
27 C 2.020 2.402 3.099
28 C -2.542 -1.558 0.541
29 C -0.204 -0.522 -3.057
30 H 4.096 -1.550 2.784
31 H 0.043 2.798 -3.661
32 H -0.493 -1.477 -3.471
33 H 2.884 -1.602 0.484
34 H -0.650 0.675 -4.783
35 H 3.897 -0.299 0.711
36 H -3.582 0.690 -1.745
37 H -3.023 -3.651 0.543
38 H -1.910 -1.612 1.415
39 H 2.336 -1.769 2.714
40 H -4.693 -1.346 -2.660
41 H 1.098 2.730 3.586
42 H 0.875 2.685 -1.295
43 H 2.857 2.646 3.751

The spin multiplicity is 5. The calculation puts the energy above the lowest of the compared OMol25 structures with the same formula, charge and spin at 3.8 kJ/mol. For the molar mass, the calculation gives 691.43 g mol⁻¹. The HOMO energy (alpha / beta) comes out at -4.755 / -6.055 eV. As for the total charge: -1.



Here is C27H16F5MoN7O4 as an isolated structure from the OMol25 dataset. Energies are from ωB97M-V with the def2-TZVPD basis set.

Positions of all 60 atoms, in Å:
1 Mo -0.518 -1.443 0.651
2 F -0.978 -2.791 3.130
3 F -2.148 -0.953 3.097
4 F 0.212 0.506 3.303
5 F 1.288 -1.370 3.564
6 F -0.254 -0.797 4.966
7 O -0.405 -3.181 0.361
8 O 3.762 -1.820 -4.747
9 O -0.652 -5.337 -0.213
10 O 4.252 -3.912 -5.032
11 N -0.848 7.581 0.198
12 N 3.624 -3.010 -4.536
13 N -2.515 -1.010 0.467
14 N 1.423 -0.830 0.725
15 N 4.044 0.023 0.690
16 N -5.187 -0.365 0.356
17 N -0.598 0.565 0.475
18 C -1.875 2.588 0.302
19 C 1.627 -2.418 -3.222
20 C 0.121 6.946 -0.437
21 C 0.512 2.691 0.367
22 C -1.783 6.914 0.852
23 C -3.455 -1.968 0.536
24 C 2.565 -3.377 -3.569
25 C 0.536 1.319 0.458
26 C 0.713 -2.720 -2.235
27 C 0.205 5.558 -0.436
28 C 0.736 -3.966 -1.603
29 C 1.623 -4.945 -2.034
30 C 2.438 -1.702 0.882
31 C 0.085 -0.784 3.704
32 C 1.724 0.483 0.589
33 C -2.910 0.281 0.373
34 C -0.185 -4.280 -0.463
35 C 3.748 -1.261 0.859
36 C -0.712 3.366 0.299
37 C -4.798 -1.626 0.496
38 C -1.789 1.217 0.376
39 C -4.267 0.581 0.294
40 C 2.552 -4.646 -3.021
41 C -0.768 4.833 0.249
42 C -0.935 -1.483 2.780
43 C 3.056 0.890 0.575
44 C -1.786 5.524 0.902
45 H -2.549 7.495 1.350
46 H -2.842 3.066 0.239
47 H -3.137 -2.998 0.634
48 H -5.571 -2.379 0.575
49 H 1.599 -5.925 -1.577
50 H -2.551 5.010 1.472
51 H 1.438 3.248 0.396
52 H 1.623 -1.469 -3.740
53 H 3.327 1.933 0.466
54 H -4.618 1.599 0.174
55 H -0.081 -2.000 -2.018
56 H 4.575 -1.949 0.974
57 H 0.848 7.554 -0.961
58 H 3.269 -5.381 -3.358
59 H 0.996 5.070 -0.992
60 H 2.193 -2.744 1.038

The spin multiplicity is 3. The calculation puts the energy above the lowest of the compared OMol25 structures with the same formula, charge and spin at 66.8 kJ/mol. For the molar mass, the calculation gives 693.40 g mol⁻¹. The HOMO energy (alpha / beta) comes out at -14.596 / -14.585 eV. As for the total charge: +2.



Here is one molecule with the formula C3H2ClF from the OMol25 dataset. Energies are from ωB97M-V with the def2-TZVPD basis set.

Positions of all 7 atoms, in Å:
1 Cl -1.494 -0.567 -0.111
2 F 0.172 1.669 -0.258
3 C 1.130 -0.361 0.231
4 C 2.245 -0.849 -0.102
5 C 0.077 0.437 0.471
6 H 0.055 0.345 1.558
7 H 3.090 -1.080 -0.942

The calculation puts the energy above the lowest of the compared OMol25 structures with the same formula, charge and spin at 172.0 kJ/mol. The SMILES is C#C[C@@H](F)Cl. For the molar mass, the calculation gives 92.50 g mol⁻¹. The HOMO energy comes out at -10.598 eV.



Here is a 2-piece molecular cluster, C6H13O2 overall from the OMol25 dataset. Energies are from ωB97M-V with the def2-TZVPD basis set.

Positions of all 21 atoms, in Å:
1 O -1.759 -2.505 -0.691
2 O -2.943 2.415 0.128
3 C -0.894 1.266 -0.185
4 C -1.600 2.638 0.115
5 C 1.957 -2.235 0.475
6 C 1.523 -1.027 -0.349
7 C 0.624 1.360 -0.201
8 C 1.278 0.122 0.311
9 H -1.293 0.345 0.342
10 H 1.092 2.087 0.397
11 H 1.522 0.230 1.388
12 H -1.226 0.866 -1.281
13 H 1.965 -2.155 1.594
14 H 1.494 -3.126 0.287
15 H -1.407 3.024 1.120
16 H 3.037 -2.332 0.152
17 H -1.412 -2.269 0.183
18 H 1.017 -1.089 -1.307
19 H -1.137 3.382 -0.529
20 H -2.682 -2.447 -0.681
21 H 0.843 1.450 -1.269

The spin multiplicity is 2. The calculation puts the energy above the lowest of the compared OMol25 structures with the same formula, charge and spin at 227.7 kJ/mol. For the molar mass, the calculation gives 117.17 g mol⁻¹. The HOMO energy (alpha / beta) comes out at -9.149 / -9.121 eV.



Here is a 2-piece molecular cluster, C4H12NO2 overall from the OMol25 dataset. Energies are from ωB97M-V with the def2-TZVPD basis set.

Positions of all 19 atoms, in Å:
1 O 1.387 1.509 1.850
2 O -2.598 1.194 -1.949
3 N -0.246 1.111 -0.610
4 C 0.162 1.052 1.765
5 C 0.766 -2.087 -0.494
6 C -0.076 0.123 0.406
7 C 1.150 -0.868 0.326
8 H 2.001 -0.270 -0.143
9 H 0.296 -1.917 -1.491
10 H -2.045 1.406 -1.167
11 H 0.126 2.134 -0.237
12 H -0.174 0.483 2.705
13 H 0.017 -2.791 0.046
14 H 1.671 -2.758 -0.845
15 H -0.500 1.917 1.563
16 H 0.255 1.016 -1.583
17 H -1.074 -0.346 0.570
18 H -2.439 0.269 -2.149
19 H 1.322 -1.178 1.437

The calculation puts the energy above the lowest of the compared OMol25 structures with the same formula, charge and spin at 190.2 kJ/mol. For the molar mass, the calculation gives 106.14 g mol⁻¹. The HOMO energy comes out at -2.540 eV. As for the total charge: -1.



Here is C24H57N10PRe as an isolated structure from the OMol25 dataset. Energies are from ωB97M-V with the def2-TZVPD basis set.

Positions of all 93 atoms, in Å:
1 Re -0.135 -0.020 -0.362
2 P -2.604 -0.336 -0.799
3 N 0.696 -3.366 -2.732
4 N -0.675 -3.537 -0.876
5 N 1.983 0.173 0.456
6 N 0.604 1.399 -1.567
7 N 0.027 1.224 -3.911
8 N 0.671 -1.579 -1.201
9 N -0.494 0.321 1.582
10 N 1.517 2.813 -3.246
11 N -1.332 0.857 3.722
12 N -1.942 2.203 1.978
13 C -3.606 1.049 -1.420
14 C 1.163 -2.542 -3.853
15 C 2.665 -1.093 0.080
16 C 0.943 -4.810 -2.936
17 C 1.478 2.233 -0.665
18 C -1.058 0.264 -3.825
19 C -3.007 2.805 2.806
20 C -3.438 -0.746 0.763
21 C -1.267 1.139 2.409
22 C 0.197 -2.855 -1.612
23 C -1.649 2.993 0.791
24 C -0.812 -3.424 0.576
25 C -1.513 -4.613 -1.443
26 C -1.170 1.900 4.749
27 C -3.095 -1.651 -1.975
28 C 2.972 2.676 -3.173
29 C 2.173 -1.485 -1.289
30 C 0.288 1.657 -5.305
31 C -1.680 -0.480 4.220
32 C 1.899 0.282 1.938
33 C 0.600 -0.389 2.324
34 C 2.612 1.370 -0.180
35 C 0.679 1.789 -2.914
36 C 0.980 4.067 -3.792
37 H -0.821 2.825 4.297
38 H 1.826 3.139 -1.147
39 H 0.667 -2.884 -4.761
40 H -0.269 -4.233 1.070
41 H 0.892 2.554 0.192
42 H -2.096 2.084 5.294
43 H -3.492 0.145 1.389
44 H 0.604 -1.444 2.053
45 H 0.880 -5.347 -1.996
46 H -1.199 -0.049 -2.802
47 H 3.753 -1.007 0.138
48 H 3.252 1.629 -3.049
49 H 2.617 -2.432 -1.585
50 H -3.794 3.150 2.138
51 H -0.109 4.038 -3.806
52 H 0.474 -0.358 3.399
53 H -2.506 -4.521 -1.007
54 H 2.357 -1.860 0.792
55 H 2.433 -0.739 -2.041
56 H -3.583 1.915 -0.768
57 H 3.415 3.270 -2.368
58 H 2.238 -2.663 -3.990
59 H 1.959 -4.908 -3.320
60 H 3.245 1.910 0.525
61 H 1.347 4.252 -4.803
62 H -0.008 0.845 -5.964
63 H -0.438 -2.476 0.943
64 H -2.914 -1.527 1.311
65 H 1.873 1.335 2.221
66 H -2.582 3.276 0.314
67 H 3.251 1.046 -0.999
68 H -3.287 1.356 -2.413
69 H -1.864 -3.514 0.837
70 H -1.869 -1.156 3.388
71 H -4.639 0.699 -1.485
72 H -0.305 2.538 -5.549
73 H -1.972 0.706 -4.222
74 H -1.125 -5.600 -1.193
75 H -3.784 -2.339 -1.484
76 H 3.405 3.025 -4.111
77 H 0.930 -1.496 -3.682
78 H -0.421 1.552 5.462
79 H -0.821 -0.605 -4.438
80 H 2.761 -0.170 2.433
81 H -1.134 3.916 1.070
82 H -1.045 2.452 0.072
83 H -3.627 -1.195 -2.810
84 H -4.455 -1.079 0.552
85 H -0.896 -0.892 4.859
86 H -2.254 -2.212 -2.369
87 H 1.293 4.900 -3.159
88 H -2.588 -0.403 4.820
89 H -3.416 2.063 3.483
90 H 0.257 -5.235 -3.666
91 H 1.342 1.871 -5.445
92 H -2.634 3.658 3.371
93 H -1.590 -4.507 -2.520

The spin multiplicity is 2. The calculation puts the energy above the lowest of the compared OMol25 structures with the same formula, charge and spin at 0.0 kJ/mol. For the molar mass, the calculation gives 702.97 g mol⁻¹. The HOMO energy (alpha / beta) comes out at -19.760 / -19.713 eV. As for the total charge: +4.



Here is C24H58P2Si4SnTe as an isolated structure from the OMol25 dataset. Energies are from ωB97M-V with the def2-TZVPD basis set.

Positions of all 90 atoms, in Å:
1 Te -0.325 0.920 1.819
2 Sn 1.755 -0.772 0.933
3 P 0.185 -1.822 -5.770
4 P 0.292 1.913 -5.642
5 Si 1.922 -0.913 4.833
6 Si -1.872 -0.922 4.993
7 Si 0.001 2.346 5.262
8 Si -0.012 0.253 4.209
9 C -3.444 -0.127 4.332
10 C -1.881 0.661 -3.493
11 C 0.333 -2.460 0.880
12 C -0.995 -1.740 -3.134
13 C -1.556 3.319 4.836
14 C 0.142 2.245 7.138
15 C 1.825 -2.429 -6.228
16 C -1.092 1.695 -2.723
17 C 3.447 0.002 4.211
18 C 1.416 3.310 -5.926
19 C 1.949 -0.939 6.719
20 C 0.285 -1.588 -3.782
21 C 0.235 1.901 -3.020
22 C -0.196 -0.540 -7.057
23 C 1.068 -0.260 -3.772
24 C -1.766 -2.686 4.359
25 C -1.372 2.618 -5.923
26 C -0.977 -3.143 -6.096
27 C -2.026 -0.756 -2.843
28 C 0.543 0.821 -7.079
29 C 1.154 0.706 -2.584
30 C -1.959 -0.933 6.875
31 C 1.500 3.245 4.548
32 C 1.956 -2.691 4.247
33 H -1.387 0.497 -4.473
34 H 2.134 -3.192 -5.504
35 H 0.704 2.879 -3.166
36 H 1.002 -1.256 7.175
37 H 1.820 -2.897 -7.233
38 H 1.577 3.146 3.456
39 H -1.283 -0.393 -7.065
40 H -2.776 -3.117 4.441
41 H 1.045 3.907 -6.779
42 H 1.126 1.903 7.482
43 H -2.161 -0.708 -1.736
44 H 0.954 -2.454 -3.556
45 H 3.493 0.095 3.117
46 H -1.680 2.306 -2.005
47 H 2.113 -2.772 3.163
48 H 2.206 1.010 -2.454
49 H -0.003 3.271 7.511
50 H -1.120 -2.682 -2.581
51 H -2.854 -1.517 7.139
52 H -3.381 0.074 3.256
53 H -0.620 1.611 7.607
54 H -1.654 3.224 -5.048
55 H -2.076 0.072 7.300
56 H -1.060 -3.790 -5.221
57 H 0.456 -2.864 -0.143
58 H 1.445 3.940 -5.025
59 H -3.022 -1.102 -3.182
60 H -3.683 0.813 4.847
61 H 1.625 0.697 -7.212
62 H 0.203 1.437 -7.942
63 H 0.609 -3.204 1.638
64 H -1.441 4.342 5.227
65 H 1.044 -3.246 4.508
66 H 0.013 -1.037 -8.036
67 H 2.718 -1.679 6.989
68 H 2.563 -1.619 -6.243
69 H 0.541 0.319 -4.593
70 H 2.236 0.026 7.158
71 H -1.084 -3.306 4.957
72 H 2.419 2.928 -6.148
73 H 1.367 4.312 4.787
74 H 3.523 1.005 4.652
75 H -1.094 -1.415 7.347
76 H -4.269 -0.835 4.504
77 H 2.082 -0.403 -4.188
78 H 4.318 -0.584 4.543
79 H 0.838 0.215 -1.634
80 H -1.458 -2.742 3.307
81 H -1.965 -2.743 -6.331
82 H -1.348 3.260 -6.815
83 H -2.124 1.830 -6.071
84 H 2.801 -3.196 4.743
85 H -1.723 3.389 3.754
86 H -2.901 1.062 -3.712
87 H -2.452 2.880 5.293
88 H -0.655 -3.769 -6.954
89 H 2.443 2.905 4.997
90 H -0.679 -2.066 1.032

The calculation puts the energy above the lowest of the compared OMol25 structures with the same formula, charge and spin at 0.0 kJ/mol. For the molar mass, the calculation gives 767.33 g mol⁻¹. The HOMO energy comes out at -4.970 eV.



Here is C28H35BeN5P2Se as an isolated structure from the OMol25 dataset. Energies are from ωB97M-V with the def2-TZVPD basis set.

Positions of all 72 atoms, in Å:
1 Se 2.511 4.316 -0.025
2 P 1.189 -0.789 0.701
3 P -0.404 -0.490 -2.756
4 N 0.089 -1.527 -4.108
5 N -2.132 -0.368 -3.044
6 N 0.060 -1.765 1.762
7 N 1.552 1.965 -1.505
8 N 2.588 -1.724 1.309
9 C 3.731 -1.999 0.542
10 C -0.194 -3.138 1.641
11 C -0.421 -2.771 -4.486
12 C -4.353 -0.829 -3.058
13 C -0.434 -1.683 -1.388
14 C -2.046 3.317 3.889
15 C -1.222 4.576 3.487
16 C 0.985 3.826 4.409
17 C -1.515 -2.349 3.306
18 C -2.030 2.199 2.898
19 C 1.952 2.904 -0.884
20 C 4.527 -2.912 1.218
21 C 0.539 2.005 -4.093
22 C 2.700 -2.464 2.494
23 C -1.151 -3.524 2.576
24 C 0.040 4.764 4.276
25 C 1.140 -1.203 -4.974
26 C 3.862 -3.224 2.450
27 C -0.725 -1.312 2.828
28 C 1.268 -2.218 -5.911
29 C 0.294 -3.216 -5.595
30 C -0.972 1.854 2.150
31 C -2.811 0.832 -3.290
32 C -4.180 0.572 -3.306
33 C 0.439 2.331 2.357
34 C 0.890 2.439 3.837
35 C 0.996 -1.809 -0.822
36 C -3.082 -1.387 -2.916
37 Be 0.745 1.151 -2.595
38 H 1.920 2.043 3.873
39 H -0.651 -0.297 3.180
40 H 1.903 4.017 4.981
41 H 0.150 -4.154 -6.113
42 H -2.975 1.647 2.804
43 H 0.172 5.752 4.726
44 H 1.249 -2.871 -0.659
45 H -4.964 1.299 -3.456
46 H 1.942 -2.412 3.260
47 H 1.099 1.577 1.883
48 H -1.740 2.961 4.887
49 H -5.289 -1.366 -2.978
50 H -3.092 3.641 3.999
51 H -1.856 5.465 3.656
52 H 5.470 -3.307 0.878
53 H 0.673 3.261 1.802
54 H 0.267 1.772 4.453
55 H -2.251 1.751 -3.415
56 H -2.270 -2.265 4.073
57 H 1.689 -0.279 -4.846
58 H -1.227 -3.227 -3.929
59 H -1.534 -4.529 2.718
60 H 1.985 -2.229 -6.719
61 H 1.340 1.648 -4.757
62 H -2.772 -2.400 -2.707
63 H -0.987 4.542 2.417
64 H 0.320 -3.728 0.901
65 H -1.083 1.174 1.287
66 H 3.860 -1.518 -0.418
67 H 1.770 -1.409 -1.510
68 H 0.669 3.085 -3.919
69 H -1.143 -1.296 -0.636
70 H 4.190 -3.910 3.212
71 H -0.815 -2.657 -1.737
72 H -0.445 1.865 -4.566

The calculation puts the energy above the lowest of the compared OMol25 structures with the same formula, charge and spin at 0.0 kJ/mol. For the molar mass, the calculation gives 591.54 g mol⁻¹. The HOMO energy comes out at -8.178 eV.